{"formula": "C44H44N6O2SiSn", "method": "the ωB97M-V functional and the def2-TZVPD basis", "elements": ["N", "H", "H", "H", "C", "H", "C", "C", "C", "C", "C", "C", "H", "C", "H", "H", "C", "C", "H", "H", "H", "C", "H", "C", "H", "H", "C", "H", "C", "O", "C", "C", "C", "N", "H", "H", "C", "C", "H", "C", "H", "H", "H", "C", "H", "C", "C", "H", "C", "C", "N", "Si", "C", "N", "C", "H", "H", "C", "H", "C", "H", "H", "N", "C", "H", "H", "C", "C", "H", "H", "H", "Sn", "C", "H", "O", "C", "C", "H", "C", "H", "H", "C", "C", "H", "C", "C", "H", "C", "H", "H", "H", "H", "H", "H", "C", "C", "C", "N"], "coordinates": [[0.69250, 2.17434, 1.20556], [-4.54157, 0.54963, -3.74722], [-0.91373, -1.76954, -1.28391], [2.82517, 3.69580, -0.69768], [4.03550, -1.23085, 1.99121], [-0.65979, -0.59941, -1.64211], [3.82020, 0.94899, 0.74561], [1.03503, -1.39282, -4.45585], [-0.19991, -2.54635, -0.03683], [3.50138, -2.20916, 2.82692], [1.59035, -3.99712, -0.66532], [-2.61767, 3.30529, 0.74965], [4.49403, 2.09154, -1.54568], [-3.76471, -0.96637, 2.81184], [5.07955, -1.27774, 1.70169], [-1.25257, -2.32975, 0.12182], [1.43079, -1.05237, 2.73435], [1.28648, 3.24604, 0.66020], [1.18124, 5.34101, 0.14608], [-2.01356, -2.87192, -3.17805], [-2.01819, -5.56172, 2.39654], [-2.09152, 0.05941, -1.41043], [4.14952, -0.50168, -1.63845], [-2.32538, -1.87246, -2.88677], [3.52380, -3.03269, -0.72281], [1.17219, 1.70820, -1.25499], [-1.99204, 0.20241, 1.60853], [-3.79371, -0.62346, 0.70256], [-0.88199, 3.54170, -0.90789], [-0.64211, -5.61067, -1.59640], [-2.13932, 5.47947, -0.19557], [-1.61432, 2.71112, -0.03716], [-1.26971, 3.51564, 1.60439], [1.33192, -0.20904, -1.95829], [1.95919, -4.96632, -0.99168], [-3.50253, -1.18065, 4.93757], [-3.34504, -1.23178, -3.58444], [-1.70304, -1.23416, -1.81040], [-2.25217, -5.98087, 0.14525], [0.66780, 4.49133, 0.58232], [4.12168, -3.02558, 3.18315], [-2.75104, -3.40929, 2.64246], [-2.28422, 3.57719, 1.97911], [-3.12637, 0.68670, -2.12792], [3.13013, -0.96468, -4.71131], [2.37749, -0.29905, -2.79858], [2.27192, -0.89327, -4.05257], [-4.71948, -1.48553, 2.79829], [3.50845, 1.60598, -1.58783], [-3.74514, 0.04608, -3.20527], [1.93116, -0.08582, 1.93907], [-1.23084, 0.87937, 0.03689], [3.67965, 0.24374, -2.28743], [-1.60636, -5.24859, 0.40697], [0.23374, -3.81378, -0.39636], [0.92185, -1.85448, -5.43190], [-1.32672, 0.00832, 4.96168], [2.68266, 3.02517, 0.16074], [-0.56993, 5.53606, -1.66597], [-0.56931, 2.32339, 1.65450], [4.70372, 0.55278, 0.22822], [1.71750, -2.86358, 3.85344], [2.91371, 1.61019, -0.22570], [0.14536, -0.70219, -2.36332], [3.38560, 3.38915, 0.92017], [-0.73946, -4.34720, 2.09102], [-2.87554, 4.67683, 0.67082], [2.16927, -2.12249, 3.20556], [-1.02758, -1.67786, -3.87467], [-1.01179, 1.42266, 2.06761], [0.38520, -0.92934, 2.99618], [1.24910, 0.46443, -0.02522], [-1.31855, 0.36471, 2.83511], [-1.14526, 5.57892, 1.00123], [-2.67602, -3.73796, 1.73103], [2.46407, -2.92230, -0.52081], [-3.08193, -0.79599, 4.01267], [2.88807, 2.22740, -2.24994], [-0.70307, -4.93577, -0.57213], [2.58525, -0.83310, 0.00508], [-3.65433, 5.11578, 1.28907], [-1.69548, -4.74603, 1.74374], [-1.14383, 4.91239, -0.98551], [4.23817, 1.65409, 1.47552], [-0.05252, -1.29727, -3.59555], [1.94319, -1.70074, -0.12076], [-2.34236, 6.54508, -0.25574], [-3.22689, -0.47137, 1.62039], [-0.10019, 3.13234, -1.54668], [-3.47044, 1.68544, -1.86169], [-3.21775, 2.71172, 1.43847], [-0.36377, 0.88689, 2.88476], [-3.82829, -1.72786, -4.42143], [4.35940, 0.39413, -3.13605], [-0.63319, 4.62430, 1.05983], [3.21821, -0.18660, 1.55097], [-1.86021, -0.12979, 4.02487], [0.63132, -1.48675, 0.12759]], "atomic_forces_ev_per_a": [[-1.2190, 1.9599, 2.6095], [0.1489, -0.0966, 0.0837], [-2.7217, -0.8980, -0.5453], [0.0780, -0.4732, 0.0623], [-0.0455, 0.2003, 0.2674], [4.8624, 2.6456, -0.9220], [1.8172, -0.1919, 0.2805], [0.2776, 0.1059, 0.1509], [0.3366, 0.2623, 1.6579], [0.2319, 0.1886, -0.1476], [-0.1347, 0.1349, -0.0147], [-4.1774, 0.1143, -2.3270], [-0.2056, -0.0684, 0.2842], [0.1035, 0.0943, 0.0496], [-0.0773, 0.0515, -0.0537], [0.2556, -0.5637, 0.9943], [-0.1655, 0.0099, 0.2967], [-0.0984, 2.2785, -0.6310], [0.0004, -0.1054, 0.0294], [-0.3125, -0.0798, 0.3149], [0.2234, -0.0302, -0.0112], [-3.2239, 0.6005, 0.5583], [0.2067, -0.0113, 0.0624], [-1.5992, -0.3330, 1.5580], [-0.0829, 0.0041, 0.0270], [-1.2584, 1.7247, -0.9941], [-1.5396, -1.7354, 0.1127], [0.2601, 0.0996, 0.0659], [-1.7693, -2.1488, -2.9509], [0.1254, 0.8797, 0.6461], [-3.3245, -0.9761, -1.5343], [-0.4534, -1.2165, -5.8380], [4.8933, 2.3957, 3.4309], [0.9811, -2.2631, -4.3726], [-0.1329, 0.1070, 0.0701], [0.0351, 0.1133, -0.1041], [-0.3880, 0.5138, 0.1419], [-7.9912, -3.2298, 0.3626], [0.0944, -0.0064, -0.0650], [1.7025, -0.9846, 1.9818], [-0.0324, 0.0861, -0.0912], [-0.2312, 0.0863, -0.3320], [2.0850, 0.2154, 4.2315], [0.3082, -0.5301, 0.1206], [-0.0055, 0.0923, 0.1493], [0.4044, -0.2136, -0.3551], [-0.3892, 0.1404, 0.1508], [0.0956, 0.1349, -0.0005], [0.7339, 0.0560, -1.2981], [0.0427, -0.2178, -0.2596], [1.8413, -1.0848, 0.9444], [-1.5324, -0.5370, -1.4580], [-0.1466, 0.2824, 0.1570], [0.6397, 0.1344, -0.1329], [0.8727, 0.6894, 0.3253], [0.0399, 0.0429, 0.1093], [-0.0476, -0.0136, -0.1147], [-0.8078, 1.4412, -0.0510], [0.0178, -0.0678, 0.2163], [4.4988, 1.0189, 0.0673], [-0.1899, 0.0361, 0.0522], [-0.0019, 0.1160, -0.0254], [4.1938, 0.3310, 1.2953], [4.9317, 1.5049, -2.1982], [0.1914, -0.5871, -0.1170], [0.1791, -0.1342, -0.1130], [-5.1884, 2.3940, -3.8476], [0.0059, 0.3410, -0.0787], [1.3497, 0.4832, -0.6472], [0.5486, 4.3992, -2.0370], [0.2648, -0.2927, -0.1003], [-7.5030, 7.0440, -0.5500], [-1.6329, -4.0248, 3.0770], [2.4176, -0.2403, 2.5558], [-0.0200, 0.5801, 0.6646], [0.0562, 0.5220, 0.0469], [-0.1803, -0.0731, -0.1001], [0.0031, -0.1989, 0.5193], [-0.9633, -2.0066, -0.7400], [1.0933, -2.2010, -0.7768], [0.0378, -0.0803, -0.1774], [-0.3707, -0.1480, -0.3634], [-0.6799, -0.4787, -1.3267], [-0.2827, -0.0063, -0.1461], [2.0672, 0.6045, -1.0438], [-0.3658, -3.9975, -0.6988], [0.0639, -0.0726, 0.1906], [0.2775, -0.1603, 0.3078], [-0.5208, -0.1791, 0.1549], [0.2632, -0.1732, 0.0550], [-1.1261, -0.6140, -1.1966], [0.1298, -1.6140, 1.4327], [0.0944, 0.0518, 0.1221], [-0.0970, -0.0358, 0.3016], [4.3441, 3.6366, 4.9597], [1.3274, 0.0584, 2.5839], [0.1891, 0.0134, -0.2523], [0.9924, -5.6258, 0.2506]], "relative_energy_ev": 2.195, "orbital_gap_ev": 4.648, "homo_energy_ev": -10.77, "charge": 2}

=====

{"formula": "C44H45ClHfN3S4", "method": "the ωB97M-V functional and the def2-TZVPD basis", "elements": ["H", "S", "H", "H", "H", "C", "H", "Hf", "C", "H", "H", "C", "S", "C", "C", "H", "H", "C", "S", "H", "C", "C", "N", "C", "H", "C", "C", "C", "C", "C", "C", "C", "H", "H", "C", "H", "C", "C", "C", "C", "C", "C", "C", "H", "H", "S", "H", "N", "C", "H", "H", "C", "H", "H", "C", "H", "C", "N", "H", "H", "H", "C", "C", "H", "H", "Cl", "H", "C", "H", "C", "H", "C", "H", "C", "C", "H", "H", "C", "C", "C", "C", "H", "H", "H", "H", "C", "H", "C", "H", "H", "C", "H", "H", "H", "H", "H", "C", "C"], "coordinates": [[-1.37057, -0.06358, -2.45080], [-1.67762, -0.40160, 1.79943], [-1.45965, -2.69445, 6.10122], [-0.73552, -5.12500, -0.78483], [7.73911, 0.78128, -0.26541], [5.21012, 2.03291, -0.11942], [6.07169, 3.50571, -2.27810], [0.65960, -0.24893, 0.36487], [1.53964, -2.82823, -1.81045], [0.65203, -3.08943, -5.28070], [-2.27847, 5.18507, -0.59808], [0.44714, -3.37207, -1.13527], [1.00291, 1.05851, 2.66061], [3.73809, 0.30285, 0.70461], [0.38904, -2.04462, -5.38074], [6.75964, 1.88286, -2.37881], [0.39049, 0.49652, -7.62538], [6.58843, 2.63935, -0.33834], [1.96291, -1.12182, -1.65334], [-0.97356, 4.11757, -2.44815], [6.81060, 2.83214, -1.84369], [5.01679, -4.99709, 3.88029], [2.65904, 0.94748, 0.23157], [0.12309, -4.71509, -1.29993], [-2.79113, 3.81157, 1.41691], [0.16570, -1.31321, 5.82908], [-0.16393, -1.37135, -4.30470], [4.06787, 2.69566, -0.56421], [-1.65071, 2.14647, 0.73441], [0.88851, -5.51940, -2.12803], [1.99264, -2.59082, 2.10646], [4.30594, -2.91525, 2.64275], [-1.95705, 1.26036, -3.44460], [-3.12035, 1.48121, 2.09764], [-0.96742, -0.73919, 3.39248], [1.67902, 0.11263, 5.30002], [-0.03708, 1.63406, -2.53329], [6.12631, -2.81181, 4.33060], [0.76755, -0.38421, 4.99490], [0.21917, -0.08626, 3.74836], [5.01472, 0.81228, 0.51698], [7.70167, 1.75797, 0.22133], [0.59915, -1.37568, -6.57755], [7.61307, 4.45823, 0.22441], [2.57707, -5.60158, -3.45395], [-0.58865, -2.34398, -0.13322], [1.02838, -1.89407, -7.42462], [-0.85623, 1.60377, -0.21301], [5.47227, -3.68248, 3.25109], [0.96161, -2.91963, 2.12455], [6.90633, -3.08215, 1.70605], [2.30097, -3.64169, -2.64562], [7.32227, -4.56144, 2.56030], [0.63195, -6.56282, -2.25054], [-0.99964, -1.96726, 5.44769], [0.61512, -1.53056, 6.78908], [-0.29714, 0.61147, -5.60651], [2.23433, -1.44663, 1.46658], [5.87996, -5.51967, 4.29223], [6.50902, -1.87499, 3.92391], [2.71458, -4.26867, 3.18216], [6.63312, 4.00183, 0.36918], [2.99243, -3.34613, 2.69556], [7.60337, 1.60692, 1.29814], [4.12884, 3.64842, -1.07005], [-0.76491, 2.28983, -5.80011], [5.86632, 0.25271, 0.86305], [-1.57330, -1.67312, 4.22028], [1.93973, 2.61628, -0.74815], [6.49146, -3.99008, 2.14520], [7.79568, 3.26656, -2.01575], [-1.06330, 0.68678, -3.18434], [-0.33332, -1.88800, -3.36908], [-1.89627, 4.17814, -0.50187], [-0.50887, -0.02379, -4.38893], [5.88789, 4.69039, -0.02908], [3.14115, -3.21686, -3.17900], [-2.17059, 3.42443, 0.62084], [-1.16113, 3.59850, -1.51880], [4.53944, -1.69940, 1.98988], [-2.04660, 1.35473, 1.95502], [-1.52814, 1.74565, 2.82951], [6.46232, 3.89950, 1.44172], [6.04156, -4.57791, 1.34404], [-2.48540, -2.16264, 3.90598], [1.97876, -4.97955, -2.80161], [4.31221, -4.83522, 4.69784], [-0.67203, 2.31267, -1.36114], [5.54549, -1.31593, 1.94421], [4.55013, -5.65875, 3.14900], [2.83177, 2.12098, -0.38352], [0.84567, 1.06096, -2.26391], [0.29657, 2.38746, -3.24705], [8.66262, 2.24241, 0.04887], [5.42088, -2.57148, 5.12726], [6.96744, -3.34609, 4.77352], [0.25028, -0.04077, -6.69835], [3.50838, -0.99083, 1.41265]], "atomic_forces_ev_per_a": [[0.0321, 0.0087, 0.0154], [-0.0670, -0.1342, 0.0522], [-0.0170, -0.0118, 0.0121], [-0.0173, 0.0207, 0.0320], [-0.0229, 0.0024, -0.0251], [0.0275, -0.0986, 0.0059], [-0.0049, 0.0058, -0.0072], [-0.3453, 0.1256, 0.2573], [0.0023, 0.1561, -0.0334], [-0.0042, -0.0046, -0.0084], [-0.0126, 0.0167, -0.0005], [-0.0842, 0.1689, 0.0303], [0.1023, -0.0612, -0.0873], [0.0920, -0.2177, 0.0143], [-0.0364, 0.0029, 0.0207], [-0.0027, -0.0212, 0.0152], [0.0067, -0.0097, -0.0176], [-0.0766, 0.0227, 0.0632], [-0.0205, -0.0545, 0.1843], [-0.0118, 0.0020, -0.0088], [0.0062, 0.0177, -0.0475], [-0.0159, -0.0394, 0.0408], [-0.0843, -0.1732, -0.0082], [0.0275, -0.0653, -0.0522], [-0.0154, -0.0004, 0.0058], [-0.0369, -0.0210, 0.0079], [-0.0394, 0.0880, -0.0250], [-0.0291, 0.0064, -0.0232], [0.0543, -0.1705, 0.0300], [0.0432, 0.0207, -0.0140], [0.0761, -0.0046, -0.0483], [0.0890, 0.1125, -0.0251], [0.0390, 0.0090, -0.0533], [0.0030, -0.0866, 0.0432], [0.0737, 0.0072, -0.1027], [0.0099, 0.0109, -0.0162], [-0.0026, 0.0635, -0.0389], [0.0463, 0.0299, 0.0475], [0.0171, 0.0066, 0.0081], [-0.0114, 0.0293, -0.0630], [-0.0892, 0.1541, 0.0088], [0.0759, -0.0444, 0.0131], [0.0473, -0.0447, -0.0506], [0.0079, -0.0082, -0.0037], [0.0032, -0.0099, -0.0073], [0.0953, -0.0635, -0.0230], [-0.0026, 0.0049, -0.0061], [0.1110, 0.2354, -0.2185], [-0.0790, -0.0005, -0.0646], [0.0168, -0.0035, -0.0108], [-0.0057, 0.0197, -0.0027], [0.0114, -0.0558, -0.0159], [0.0021, -0.0084, 0.0150], [0.0028, -0.0102, -0.0071], [0.0421, 0.0322, -0.0315], [-0.0004, -0.0086, 0.0129], [-0.0774, 0.1757, -0.0186], [0.3090, -0.0147, -0.0006], [0.0131, 0.0057, -0.0014], [0.0001, 0.0105, -0.0140], [0.0088, 0.0020, 0.0086], [0.0399, 0.0509, -0.0169], [-0.1124, -0.0335, 0.0481], [-0.0169, 0.0211, 0.0129], [0.0101, 0.0115, 0.0070], [0.0451, -0.0725, 0.0110], [0.0099, 0.0144, 0.0300], [-0.0131, -0.0356, 0.0800], [-0.0033, -0.0135, 0.0332], [0.0426, -0.0061, -0.0186], [0.0137, 0.0068, 0.0026], [-0.0418, -0.0472, -0.0496], [-0.0227, -0.0368, -0.0248], [0.0018, -0.0013, 0.0094], [0.0174, -0.0714, 0.0333], [-0.0149, 0.0032, -0.0052], [0.0139, 0.0282, 0.0054], [-0.0362, 0.0285, 0.0079], [0.0102, -0.0477, 0.0573], [-0.0974, -0.0891, 0.0700], [-0.0376, 0.3115, -0.1233], [0.0179, -0.0389, -0.0148], [-0.0062, -0.0263, 0.0100], [-0.0215, -0.0126, 0.0032], [-0.0080, 0.0010, -0.0261], [-0.0405, -0.0418, 0.0329], [-0.0007, 0.0209, 0.0096], [0.0244, -0.0576, 0.0683], [0.0213, 0.0084, -0.0106], [0.0066, -0.0001, -0.0285], [-0.0037, 0.0455, -0.0094], [0.0804, -0.1120, 0.0861], [-0.0856, -0.0150, -0.0316], [0.0023, 0.0067, -0.0058], [-0.0247, -0.0076, 0.0003], [0.0071, -0.0148, 0.0013], [-0.0167, 0.0029, 0.0502], [-0.0428, 0.0924, -0.0673]], "relative_energy_ev": 0.000, "orbital_gap_ev": 6.884, "homo_energy_ev": -9.91, "charge": 1}